DFT (wB97M-V/def2-TZVPD) results for a cluster of 8 separate species, C49H55N8O4P in total in a non-equilibrium geometry.

Results
SMILES: CCC[C@@H](C)C1=CC(=O)C(CCOC=O)=C([PH2]=N)C1=O.c1ccncc1.c1ccncc1.c1ccncc1.c1ccncc1.c1ccncc1.c1ccncc1.c1ccncc1
F_max: 1.20 eV Å⁻¹
HOMO level: -0.3264 hartree
calculated total energy: -81101.2488 eV
lowest unoccupied orbital energy: -1.11 eV
total charge: 0

```
117
Properties=species:S:1:pos:R:3:forces:R:3
C 2.143549 -2.149229 -6.236935 0.02 -0.10 0.03
C 0.790461 -2.035945 -5.501792 -0.04 0.25 -0.19
C 0.891744 -1.597089 -4.028747 -0.05 0.03 -0.02
C 0.695539 -2.713667 -2.965420 0.08 -0.03 0.26
C -0.779236 -3.000804 -2.667471 -0.01 0.06 -0.10
C 1.484756 -3.937812 -3.350139 0.15 0.20 0.00
C 1.054056 -5.001072 -4.026432 -0.16 -0.04 -0.10
C 1.991157 -6.110924 -4.336211 0.23 0.25 0.00
O 1.642212 -7.267182 -4.307451 -0.14 -0.22 -0.24
C 3.427378 -5.705056 -4.626651 -0.07 -0.14 0.05
C 4.243600 -6.411418 -5.682657 -0.04 0.01 -0.11
C 4.184421 -7.937008 -5.756353 -0.12 0.05 0.13
O 5.329460 -8.449937 -5.053232 0.09 0.10 -0.39
C 5.224071 -9.714157 -4.604008 -0.98 0.58 0.39
O 6.135151 -10.459419 -4.556170 0.95 -0.69 0.09
C 3.868739 -4.659315 -3.920145 -0.08 -0.07 0.04
P 5.529515 -3.954871 -4.122907 0.10 0.18 -0.35
N 5.791444 -3.317521 -5.527852 0.11 -0.27 0.21
C 2.936078 -3.993967 -2.956853 -0.12 -0.14 -0.43
O 3.346547 -3.553419 -1.911503 0.08 0.37 0.37
H 2.463380 -3.187953 -6.378610 -0.02 0.13 0.09
H 2.095990 -1.692884 -7.231836 0.01 -0.11 0.16
H 2.948096 -1.644845 -5.688065 -0.13 -0.05 -0.12
H 0.166643 -1.300425 -6.023300 0.11 -0.12 0.09
H 0.250949 -2.987528 -5.582730 0.00 0.16 0.03
H 1.860276 -1.107828 -3.855083 -0.13 -0.13 -0.07
H 0.128317 -0.832034 -3.839102 0.18 -0.22 0.00
H 1.146650 -2.336209 -2.040562 -0.13 -0.02 -0.21
H -1.280940 -3.528507 -3.486994 0.06 0.08 0.10
H -1.310130 -2.054497 -2.517817 0.10 -0.24 -0.01
H -0.880746 -3.591488 -1.749563 0.01 0.00 -0.20
H 0.019094 -5.131751 -4.334706 0.14 -0.11 0.21
H 5.300185 -6.142306 -5.574987 -0.21 0.00 -0.10
H 3.932925 -5.992130 -6.651597 0.00 -0.07 0.19
H 4.248929 -8.265927 -6.799421 0.09 0.08 0.15
H 3.268242 -8.339990 -5.323141 0.05 0.05 -0.03
H 4.219088 -9.945970 -4.204871 -0.06 -0.04 -0.25
H 6.392112 -4.989957 -3.717613 -0.02 -0.03 0.17
H 5.537143 -3.076445 -3.033539 0.05 0.01 0.09
H 6.583249 -3.738541 -6.003112 -0.11 0.17 -0.09
C -0.074550 -2.254276 2.550535 -0.02 -0.02 -0.02
C 0.906496 -2.781085 1.723332 -0.05 0.03 0.04
C 1.186983 -2.130637 0.531490 0.08 -0.06 0.07
N 0.559778 -1.025151 0.135066 -0.03 -0.01 -0.06
C -0.386380 -0.535635 0.935135 0.08 -0.10 -0.11
C -0.741379 -1.107616 2.147975 0.01 -0.01 0.05
H -0.320438 -2.733564 3.490482 0.01 0.01 0.00
H 1.443701 -3.682127 1.987905 -0.01 -0.01 0.00
H 1.950393 -2.518849 -0.135190 0.02 0.00 0.03
H -0.880892 0.357475 0.579890 -0.06 0.00 0.13
H -1.522664 -0.664181 2.751397 -0.01 0.01 -0.03
C -0.560595 4.903595 2.820967 0.02 0.03 0.03
C 0.242081 3.868328 2.368236 -0.05 0.03 0.02
C -0.361617 2.783743 1.750304 0.00 0.09 -0.07
N -1.677185 2.676104 1.564669 0.11 -0.04 -0.02
C -2.435875 3.679856 2.001512 -0.05 -0.05 0.02
C -1.930371 4.806860 2.631491 0.01 0.00 0.00
H -0.137207 5.773306 3.308517 -0.01 0.02 -0.02
H 1.316738 3.897647 2.486166 0.00 -0.01 0.00
H 0.242615 1.969437 1.367639 0.05 0.02 0.07
H -3.503633 3.572643 1.841728 0.00 0.01 0.00
H -2.596956 5.590346 2.966973 0.00 0.00 0.00
C -3.980710 1.306111 -1.892723 0.01 -0.04 -0.10
C -2.703370 0.906823 -1.537360 -0.02 0.06 0.02
C -1.837235 0.487875 -2.535162 0.01 0.04 0.02
N -2.165282 0.432647 -3.824849 -0.01 0.01 0.01
C -3.398080 0.815673 -4.153492 0.02 -0.01 0.00
C -4.336059 1.260839 -3.232501 0.00 -0.01 0.02
H -4.683564 1.642038 -1.141192 0.00 0.00 0.00
H -2.376288 0.931172 -0.509355 -0.10 0.09 0.02
H -0.828428 0.176618 -2.279114 -0.02 0.04 0.05
H -3.646716 0.763821 -5.208087 -0.01 0.01 0.01
H -5.321539 1.560687 -3.562826 0.00 0.00 -0.01
C -2.639948 8.949826 6.316768 0.00 0.00 -0.01
C -1.339635 8.618574 6.664340 -0.02 0.00 0.00
C -0.465046 8.230429 5.660439 -0.02 0.01 -0.01
N -0.806879 8.158638 4.375412 0.01 -0.06 0.01
C -2.059653 8.479918 4.057284 0.03 -0.01 -0.04
C -3.011193 8.880169 4.983338 -0.01 0.02 0.03
H -3.351776 9.256751 7.072375 0.00 0.00 0.00
H -1.005710 8.657140 7.692304 0.00 0.00 0.00
H 0.559518 7.964077 5.896763 -0.01 0.00 0.01
H -2.313829 8.413605 3.005281 -0.03 0.01 0.01
H -4.011690 9.129711 4.657095 0.01 -0.01 -0.03
C 5.792480 -4.587213 2.395712 0.00 0.00 0.00
C 6.417775 -5.089847 3.525212 0.00 0.01 -0.01
C 5.716897 -5.094731 4.722609 -0.02 0.01 0.00
N 4.472429 -4.640315 4.849032 0.01 -0.01 -0.01
C 3.884930 -4.159654 3.755500 0.01 0.00 0.02
C 4.496151 -4.111116 2.510967 0.00 0.00 -0.01
H 6.304714 -4.565626 1.442377 0.00 0.00 0.00
H 7.428871 -5.471615 3.484146 0.00 0.00 0.01
H 6.175555 -5.482264 5.625810 0.01 0.00 -0.01
H 2.872720 -3.792001 3.886157 0.01 0.02 -0.01
H 3.970730 -3.708775 1.654564 0.00 0.01 0.01
C -3.840334 12.581336 1.232342 -0.01 -0.02 0.01
C -4.924245 12.484193 2.090527 0.02 0.00 -0.02
C -5.366782 11.221663 2.456544 0.00 -0.01 0.01
N -4.807764 10.091443 2.028451 0.02 0.02 0.04
C -3.769604 10.201457 1.202299 -0.01 -0.06 0.00
C -3.248999 11.413911 0.776736 -0.01 0.03 0.01
H -3.464055 13.548100 0.923901 0.00 0.00 0.00
H -5.420271 13.366580 2.471119 0.00 0.00 0.00
H -6.212500 11.109955 3.126739 0.00 0.01 0.00
H -3.333980 9.267512 0.862789 0.01 0.02 -0.02
H -2.401058 11.437413 0.106106 0.00 -0.01 0.00
C -5.090840 -2.671704 5.819092 0.01 0.01 0.00
C -4.104593 -3.210393 5.008232 -0.02 0.01 0.01
C -3.799404 -2.560962 3.821222 0.03 0.01 -0.04
N -4.400118 -1.444825 3.414683 0.02 0.02 0.02
C -5.345047 -0.938385 4.203364 0.01 -0.01 -0.01
C -5.725614 -1.510407 5.408720 0.00 -0.01 0.01
H -5.359127 -3.147611 6.753502 0.00 0.00 0.00
H -3.580531 -4.114802 5.286151 0.00 0.00 -0.01
H -3.033000 -2.951681 3.159525 -0.01 -0.02 0.01
H -5.821030 -0.029395 3.851938 0.00 0.00 0.01
H -6.500381 -1.052572 6.008553 0.00 0.00 -0.01
```
Positions in Å, forces in eV/Å.